(1)
{
  "formula": "C54H64GaN10OS2",
  "method": "ωB97M-V with the def2-TZVPD basis set",
  "homo_lumo_gap_ha": 0.23543,
  "charge": -1,
  "homo_ev": -4.536,
  "lumo_energy_ev": 1.9,
  "e_above_lowest_kj_mol": 33.2,
  "multiplicity": 1,
  "species": ["C", "Ga", "C", "C", "C", "S", "C", "S", "N", "C", "C", "O", "C", "C", "H", "H", "H", "H", "H", "H", "H", "H", "H", "H", "H", "H", "H", "H", "H", "H", "H", "H", "H", "N", "C", "C", "C", "C", "C", "H", "H", "H", "H", "H", "N", "C", "C", "C", "C", "C", "H", "H", "H", "H", "H", "N", "C", "C", "C", "C", "C", "H", "H", "H", "H", "H", "N", "C", "C", "C", "C", "C", "H", "H", "H", "H", "H", "N", "C", "C", "C", "C", "C", "H", "H", "H", "H", "H", "N", "C", "C", "C", "C", "C", "H", "H", "H", "H", "H", "N", "C", "C", "C", "C", "C", "H", "H", "H", "H", "H", "N", "C", "C", "C", "C", "C", "H", "H", "H", "H", "H", "N", "C", "C", "C", "C", "C", "H", "H", "H", "H", "H"],
  "positions_angstrom": [[-0.85334, 0.34327, -0.66905], [-1.00936, 2.10259, -1.72401], [0.46593, 2.29392, -3.13280], [0.31309, 1.30719, -4.29775], [0.61144, -0.12348, -3.87075], [2.31342, -0.71464, -4.16246], [3.34173, 0.72868, -4.36316], [3.62755, 1.30252, -5.85714], [3.84225, 1.28166, -3.18955], [4.74508, 2.41140, -3.38427], [5.09907, 2.91967, -2.00742], [5.95258, 2.00147, -1.35722], [5.32042, 0.74539, -1.20137], [4.57362, 0.22895, -2.42957], [-1.22709, -0.46627, -1.28884], [0.20142, 0.13608, -0.48107], [-1.39759, 0.36062, 0.26566], [-2.45987, 2.18852, -2.44496], [-0.81337, 3.32245, -0.66443], [1.46747, 2.16899, -2.71937], [0.37213, 3.29217, -3.55366], [0.87661, 1.59867, -5.18125], [-0.73134, 1.32239, -4.61023], [-0.00727, -0.79991, -4.44930], [0.34405, -0.23206, -2.82699], [4.25874, 3.21022, -3.92838], [5.65681, 2.11286, -3.90048], [5.60760, 3.87264, -2.06787], [4.17275, 3.03667, -1.44343], [6.11852, 0.03870, -1.00323], [4.68086, 0.76624, -0.31827], [3.84587, -0.49231, -2.08162], [5.28137, -0.30688, -3.06286], [-3.86322, 4.33230, -0.77252], [-3.74042, 5.45929, -0.07869], [-4.55572, 6.56881, -0.26405], [-5.54470, 6.50292, -1.23273], [-5.67514, 5.33732, -1.97154], [-4.81082, 4.28383, -1.70056], [-2.94635, 5.45685, 0.65988], [-4.41278, 7.46090, 0.33230], [-6.20004, 7.34724, -1.41262], [-6.42994, 5.24339, -2.74145], [-4.87241, 3.35055, -2.25130], [-3.28275, -2.08275, -0.65649], [-2.82552, -2.96870, -1.53451], [-2.92232, -4.34233, -1.36240], [-3.52729, -4.81693, -0.20951], [-4.01051, -3.90727, 0.71601], [-3.86419, -2.55453, 0.44369], [-2.35436, -2.54910, -2.41818], [-2.53136, -5.01852, -2.11146], [-3.61805, -5.88178, -0.03211], [-4.48271, -4.23811, 1.62870], [-4.22669, -1.80580, 1.14068], [-1.64205, 5.52007, 2.72093], [-1.07493, 4.38127, 3.11045], [-0.90236, 4.03109, 4.44240], [-1.33266, 4.91529, 5.41793], [-1.92088, 6.10837, 5.02581], [-2.05481, 6.35828, 3.66823], [-0.74965, 3.72464, 2.30908], [-0.44018, 3.08910, 4.70310], [-1.21353, 4.67881, 6.46826], [-2.27274, 6.82686, 5.75407], [-2.51711, 7.27485, 3.31565], [-7.30974, -0.02315, -0.32155], [-8.59411, -0.00649, -0.67014], [-9.09661, -0.64207, -1.79493], [-8.21278, -1.33464, -2.60740], [-6.87283, -1.36070, -2.26185], [-6.47210, -0.69212, -1.11369], [-9.25154, 0.54873, -0.00873], [-10.15228, -0.59424, -2.02685], [-8.56373, -1.84382, -3.49649], [-6.14602, -1.88533, -2.86687], [-5.43086, -0.68601, -0.81567], [-2.14089, -4.97875, 3.08208], [-1.12227, -4.78610, 2.24433], [0.17207, -5.21331, 2.50209], [0.42592, -5.87119, 3.69329], [-0.62133, -6.07811, 4.57618], [-1.88007, -5.61438, 4.22183], [-1.36173, -4.26473, 1.32507], [0.95960, -5.02971, 1.78443], [1.42428, -6.21644, 3.93126], [-0.46619, -6.58713, 5.51843], [-2.73091, -5.75498, 4.88134], [9.50879, 5.29430, 1.53822], [8.61029, 4.32226, 1.38778], [8.26410, 3.77168, 0.16242], [8.88512, 4.26222, -0.97347], [9.82107, 5.27520, -0.83782], [10.09559, 5.75198, 0.43474], [8.14530, 3.97013, 2.30224], [7.52761, 2.98284, 0.09422], [8.64097, 3.85943, -1.94850], [10.32863, 5.68825, -1.69902], [10.82340, 6.54264, 0.58453], [-3.62837, -9.47089, 5.66854], [-3.82555, -10.78245, 5.77695], [-2.93561, -11.73648, 5.30707], [-1.77496, -11.30441, 4.68634], [-1.55397, -9.94291, 4.56345], [-2.50707, -9.07276, 5.07010], [-4.74712, -11.07875, 6.26646], [-3.14897, -12.79006, 5.42494], [-1.05535, -12.01706, 4.30396], [-0.66343, -9.55890, 4.08427], [-2.37025, -8.00327, 4.99535], [1.46057, -7.08281, -5.55861], [1.95953, -6.40023, -6.58719], [2.17743, -5.03099, -6.57114], [1.85734, -4.32618, -5.42228], [1.33531, -5.01964, -4.34266], [1.15902, -6.38978, -4.46213], [2.19481, -6.98807, -7.46839], [2.58750, -4.52987, -7.43723], [2.01050, -3.25584, -5.36773], [1.07065, -4.50833, -3.42676], [0.75523, -6.96966, -3.63867], [2.70370, 6.61972, 2.06790], [1.81542, 6.49673, 3.05243], [2.15328, 6.54001, 4.39840], [3.48374, 6.71431, 4.74018], [4.42017, 6.84040, 3.72684], [3.97745, 6.78796, 2.41369], [0.78752, 6.36076, 2.74328], [1.38725, 6.43663, 5.15507], [3.78705, 6.75088, 5.77927], [5.47050, 6.97657, 3.94693], [4.67703, 6.88453, 1.58990]],
  "forces_ev_per_angstrom": [[0.3, 0.3, -0.7], [0.0, 0.2, 0.6], [-0.2, -0.5, -0.4], [-0.4, 0.3, 0.3], [-0.3, 0.6, -0.2], [0.1, -0.7, 0.0], [-0.6, 0.5, 0.2], [0.1, 0.1, -0.1], [1.2, -1.1, -1.0], [-0.3, 0.4, 0.7], [-0.2, -0.2, -0.1], [0.3, -0.1, 0.0], [0.0, 0.1, 0.0], [-0.3, 0.2, 0.8], [-0.2, -0.3, 0.1], [0.2, 0.0, 0.2], [-0.2, 0.0, 0.2], [0.1, -0.1, -0.2], [0.0, 0.0, 0.0], [0.1, 0.2, 0.2], [0.1, 0.4, 0.1], [0.2, -0.1, -0.2], [-0.2, 0.0, -0.1], [0.1, -0.4, -0.2], [0.2, -0.1, 0.2], [-0.2, 0.0, -0.3], [0.1, -0.1, -0.3], [0.2, 0.2, 0.1], [-0.1, 0.2, 0.2], [0.1, -0.2, 0.2], [-0.3, 0.2, 0.0], [-0.1, -0.2, 0.0], [0.1, 0.2, -0.4], [-0.2, 0.1, 0.0], [0.1, -0.1, 0.1], [0.0, 0.0, -0.1], [0.0, 0.0, 0.0], [0.0, 0.0, 0.0], [0.0, -0.1, 0.0], [0.0, 0.1, 0.0], [0.0, 0.0, 0.0], [0.0, 0.0, 0.0], [0.0, 0.0, 0.0], [0.0, 0.0, 0.0], [-0.2, -0.1, 0.0], [0.1, 0.1, -0.1], [0.0, 0.0, 0.0], [-0.1, -0.1, 0.0], [-0.1, 0.0, -0.1], [0.0, 0.0, 0.0], [0.0, 0.0, 0.0], [0.0, 0.0, 0.0], [0.0, 0.0, 0.0], [0.0, 0.0, 0.0], [0.0, 0.0, 0.0], [0.0, 0.1, 0.1], [0.0, -0.2, -0.2], [0.0, 0.1, 0.1], [0.0, 0.0, 0.0], [0.0, 0.0, 0.0], [0.0, 0.0, 0.0], [0.0, 0.0, 0.0], [0.0, 0.0, 0.0], [0.0, 0.0, 0.0], [0.0, 0.0, 0.0], [0.0, 0.0, 0.0], [-0.1, -0.1, -0.1], [0.0, 0.0, 0.1], [0.0, 0.0, 0.0], [0.0, 0.0, 0.0], [0.0, 0.0, 0.0], [0.1, 0.1, 0.1], [0.0, 0.0, 0.0], [0.0, 0.0, 0.0], [0.0, 0.0, 0.0], [0.0, 0.0, 0.0], [0.0, 0.0, -0.1], [0.1, -0.1, 0.0], [-0.1, 0.1, 0.0], [0.0, 0.0, 0.0], [0.1, 0.0, 0.0], [0.0, 0.0, 0.0], [-0.1, 0.1, 0.0], [0.1, 0.0, 0.0], [0.0, 0.0, 0.0], [0.0, 0.0, 0.0], [0.0, 0.0, 0.0], [0.0, 0.0, 0.0], [0.0, 0.0, 0.0], [0.0, 0.0, 0.1], [0.0, 0.0, 0.1], [0.0, 0.0, -0.1], [0.0, 0.0, 0.0], [0.0, 0.1, 0.1], [0.0, 0.0, 0.0], [0.0, 0.0, 0.0], [0.0, 0.0, 0.0], [0.0, 0.0, 0.0], [0.0, 0.0, -0.1], [0.1, -0.1, 0.0], [-0.1, 0.0, 0.0], [0.0, 0.0, 0.0], [0.0, 0.0, 0.0], [0.0, 0.0, 0.0], [-0.1, 0.0, 0.1], [0.0, -0.1, 0.0], [0.0, 0.0, 0.0], [0.0, 0.0, 0.0], [0.0, 0.0, 0.0], [0.0, 0.0, -0.1], [0.0, 0.0, 0.0], [0.0, -0.1, 0.0], [0.0, 0.0, 0.0], [0.0, 0.1, 0.0], [0.0, 0.0, 0.0], [0.0, -0.1, 0.0], [0.0, 0.0, 0.0], [0.0, 0.0, 0.0], [0.0, 0.0, 0.0], [0.0, 0.0, 0.0], [0.0, 0.0, 0.0], [0.0, 0.0, 0.1], [0.0, 0.0, -0.1], [0.0, 0.0, 0.0], [0.0, 0.0, 0.0], [0.0, 0.0, 0.0], [0.0, 0.0, -0.1], [0.0, 0.0, 0.0], [0.0, 0.0, 0.0], [0.0, 0.0, 0.0], [0.0, 0.0, 0.0], [0.0, 0.0, 0.0]]
}

(2)
{
  "formula": "C20H28NO2OsP",
  "method": "ωB97M-V with the def2-TZVPD basis set",
  "homo_lumo_gap_ha": [0.24090, 0.09785],
  "charge": 2,
  "homo_ev": [-12.699, -13.220],
  "lumo_energy_ev": [-6.1, -10.6],
  "e_above_lowest_kj_mol": 120.4,
  "multiplicity": 5,
  "s2": 6.039,
  "species": ["C", "C", "C", "C", "C", "C", "C", "C", "N", "Os", "C", "P", "H", "H", "H", "H", "H", "H", "H", "H", "C", "C", "H", "C", "C", "H", "H", "H", "H", "H", "H", "H", "H", "H", "H", "H", "H", "H", "H", "O", "C", "O", "C", "C", "C", "C", "C", "C", "H", "H", "H", "H", "H"],
  "positions_angstrom": [[4.38058, 1.22357, -1.12689], [3.23475, 2.01320, -1.17921], [1.98267, 1.52255, -0.79988], [1.91796, 0.22075, -0.23757], [3.05985, -0.61095, -0.30390], [4.29348, -0.10132, -0.70755], [0.76920, 2.35206, -1.02688], [0.69869, 2.95572, -2.45674], [0.34218, 2.05016, -3.51475], [0.30850, -0.47349, 0.83424], [2.91965, -2.05481, 0.04251], [1.06756, -2.35991, 0.09872], [3.31234, 3.04401, -1.52242], [5.16162, -0.76353, -0.70291], [5.34309, 1.63639, -1.42628], [3.35485, -2.29741, 1.02612], [3.37317, -2.72056, -0.70848], [-0.14167, 1.78821, -0.79064], [0.75840, 3.20442, -0.32665], [-0.09741, 3.72076, -2.45475], [0.90192, -3.92497, 0.96767], [0.68221, -2.71786, -1.63974], [1.64962, 3.43292, -2.72839], [1.32403, 1.45134, -4.36807], [-0.95044, 1.42518, -3.46840], [-0.46692, -1.74732, 1.73905], [1.05831, 1.62633, -5.42601], [2.30998, 1.89118, -4.15695], [1.37333, 0.35553, -4.21055], [-1.41901, 1.46708, -4.46463], [-0.88255, 0.36078, -3.16918], [-1.57998, 1.95196, -2.73719], [1.51052, -3.27303, -2.09531], [-0.23812, -3.31816, -1.66457], [0.52926, -1.77113, -2.17514], [1.87459, -4.40830, 1.11135], [0.44846, -3.70602, 1.94018], [0.24299, -4.58660, 0.38993], [-0.96046, -1.65180, 1.11702], [-1.77172, 1.45371, 0.62618], [-1.56051, 1.08409, 1.79774], [-0.40314, 0.68012, 2.26540], [-2.68670, 0.96335, 2.79205], [-2.43311, 0.54820, 4.10637], [-3.48667, 0.09295, 4.89855], [-4.79724, 0.12702, 4.40828], [-5.05566, 0.65100, 3.13431], [-4.00503, 1.09205, 2.33003], [-1.40859, 0.54276, 4.48394], [-3.28506, -0.30540, 5.89160], [-5.61890, -0.23394, 5.02760], [-6.07679, 0.70172, 2.75991], [-4.16431, 1.49571, 1.33004]],
  "forces_ev_per_angstrom": [[0.1, 0.0, 0.1], [-0.1, 0.1, -0.1], [1.3, -0.9, 0.0], [-0.3, 0.5, -0.6], [0.4, 0.7, -0.1], [-0.2, 0.0, -0.2], [-0.5, 0.1, 0.4], [-0.1, 1.1, -0.2], [0.1, -1.2, 0.8], [0.7, -0.4, -0.3], [-0.7, -0.7, 0.3], [3.3, -1.3, -2.2], [0.1, -0.2, 0.0], [-0.2, 0.3, -0.1], [-0.2, -0.1, 0.1], [-0.1, 0.1, -0.3], [0.0, 0.2, 0.3], [0.2, 0.2, -0.2], [0.0, 0.0, -0.4], [0.2, -0.1, 0.1], [-0.5, -0.2, 0.2], [-0.1, -0.3, -0.2], [-0.4, -0.1, 0.1], [0.9, 0.1, -0.4], [-0.9, 0.2, 0.1], [0.3, -0.2, 1.5], [0.0, -0.1, 0.3], [-0.4, -0.2, -0.2], [-0.2, 0.5, 0.0], [0.2, 0.0, 0.2], [0.2, 0.4, -0.2], [0.2, -0.2, -0.3], [-0.3, 0.0, -0.1], [0.2, 0.2, -0.2], [0.1, -0.3, 0.2], [-0.2, 0.1, -0.1], [0.1, -0.4, -0.1], [0.1, 0.1, 0.3], [-1.8, 0.3, -0.8], [0.0, -0.7, 1.7], [0.5, 0.8, -0.5], [-2.1, 2.1, 0.9], [-0.3, 0.0, -0.4], [1.3, 0.6, -1.7], [-2.4, -0.5, 0.9], [0.0, 0.1, 0.3], [-1.4, -0.7, 1.7], [2.5, 0.3, -0.7], [-0.3, 0.0, -0.2], [-0.1, 0.1, -0.2], [0.3, 0.1, -0.2], [0.2, 0.0, 0.1], [0.0, -0.1, 0.2]]
}

(3)
{
  "formula": "C3H4N2",
  "method": "ωB97M-V with the def2-TZVPD basis set",
  "homo_lumo_gap_ha": 0.38777,
  "homo_ev": -9.360,
  "lumo_energy_ev": 1.2,
  "e_above_lowest_kj_mol": 432.3,
  "smiles": "c1cn2n1C2",
  "multiplicity": 1,
  "species": ["C", "C", "N", "N", "C", "H", "H", "H", "H"],
  "positions_angstrom": [[1.00996, -0.73677, 0.02649], [0.73225, 0.17850, 0.99234], [0.43174, 1.21451, 0.00404], [0.67819, 0.13903, -1.08857], [-0.64842, 0.65993, -0.77842], [1.14127, -1.85254, -0.14126], [1.04408, 0.27559, 2.01400], [-1.12218, 1.30999, -1.61762], [-1.28056, -0.09741, -0.32844]],
  "forces_ev_per_angstrom": [[-1.0, -1.3, 0.1], [1.5, -1.5, -1.6], [-0.1, 0.2, -0.5], [0.2, 0.8, 1.0], [-0.9, 0.3, -1.9], [0.2, 1.7, 0.6], [-0.5, 0.3, 0.3], [1.0, -1.0, 1.7], [-0.4, 0.3, 0.2]]
}

(4)
{
  "formula": "ClH8N3Si2",
  "method": "ωB97M-V with the def2-TZVPD basis set",
  "homo_lumo_gap_ha": [0.36286, 0.23980],
  "homo_ev": [-10.128, -6.810],
  "lumo_energy_ev": [-0.3, -0.3],
  "e_above_lowest_kj_mol": 468.7,
  "multiplicity": 1,
  "species": ["N", "N", "N", "Si", "Si", "Cl", "H", "H", "H", "H", "H", "H", "H", "H"],
  "positions_angstrom": [[-0.76025, 0.95143, 1.92249], [-0.20699, 3.10966, -1.30705], [-0.27206, -1.09984, 0.14416], [0.53868, -2.42060, -0.83690], [0.26600, 0.41515, 0.69445], [2.22747, 0.64979, 1.00929], [-1.73321, 0.85389, 1.95846], [-0.62434, 2.00852, 1.93018], [0.53230, 2.37942, -1.36965], [-1.00577, 2.87892, -1.95322], [-0.88368, -1.52716, 0.75128], [-0.66441, -3.42323, -1.06532], [1.49614, -3.37540, -0.15278], [1.09012, -1.40055, -1.72538]],
  "forces_ev_per_angstrom": [[1.8, 3.0, 0.7], [-0.3, -0.7, 0.3], [2.5, -1.1, -1.5], [-1.9, 0.4, 1.6], [-1.6, 0.3, -1.9], [1.1, 0.0, 0.5], [-1.5, -0.7, -0.2], [-0.1, -1.7, 0.4], [-0.7, 0.5, -0.6], [1.2, -0.2, 0.6], [-2.0, -0.9, 1.9], [1.1, 1.2, -0.4], [-0.1, 0.8, -0.3], [0.5, -0.7, -1.0]]
}

(5)
{
  "formula": "F30P5Zn",
  "method": "ωB97M-V with the def2-TZVPD basis set",
  "homo_lumo_gap_ha": [0.42987, 0.08963],
  "charge": -2,
  "homo_ev": [-6.758, -6.746],
  "lumo_energy_ev": [4.9, -4.3],
  "multiplicity": 2,
  "s2": 0.754,
  "species": ["Zn", "P", "F", "F", "F", "F", "F", "F", "P", "F", "F", "F", "F", "F", "F", "P", "F", "F", "F", "F", "F", "F", "P", "F", "F", "F", "F", "F", "F", "P", "F", "F", "F", "F", "F", "F"],
  "positions_angstrom": [[-0.25973, 0.13134, 0.14000], [-1.81002, 2.24462, -0.99627], [-1.00185, 0.95798, -1.61794], [-1.09473, 3.42550, -1.97605], [-2.80695, 2.20346, -2.25413], [-2.53088, 3.42342, -0.24227], [-2.66215, 1.18487, -0.09105], [-0.56091, 2.10072, -0.07167], [2.62695, 1.86297, 1.56556], [1.66687, 3.12427, 1.92642], [3.86266, 2.99177, 1.82471], [2.59636, 1.37078, 3.14907], [3.70877, 0.65551, 1.36939], [1.44107, 0.82220, 1.20287], [2.66843, 2.24177, -0.00358], [2.25263, -0.78841, -2.26499], [1.24049, -0.65424, -0.88476], [1.92212, 0.77927, -2.45093], [3.48283, -0.42392, -1.32824], [3.26094, -0.98280, -3.53261], [2.41022, -2.34616, -1.84961], [0.97384, -1.02900, -3.22170], [-1.70224, -2.95105, -1.13080], [-1.61487, -3.61412, 0.29807], [-1.25349, -1.47911, -0.63211], [-0.14611, -3.34629, -1.36278], [-1.92761, -2.30606, -2.62829], [-2.11518, -4.33202, -1.75531], [-3.26735, -2.42203, -0.79801], [-1.36492, -0.43556, 2.90632], [-0.25470, -0.94457, 1.86452], [-1.10382, 0.85798, 1.90972], [-2.51085, -0.93078, 1.81762], [-2.62228, 0.23447, 3.63700], [-1.20107, -1.82824, 3.54868], [-0.30252, 0.20136, 3.93323]],
  "forces_ev_per_angstrom": [[0.4, 0.0, 0.6], [-1.9, 1.8, -3.4], [-0.4, -1.6, -2.9], [1.1, -1.3, 1.5], [-1.2, -1.1, 0.8], [0.0, 0.1, 0.5], [0.2, 0.3, -0.8], [1.7, 3.2, 3.1], [2.8, 1.6, 1.4], [-0.7, -1.3, -0.5], [-0.3, -1.6, 0.0], [-0.4, 0.9, -1.0], [-0.2, 0.7, -0.5], [-0.7, 0.0, 0.4], [-0.1, 0.0, 0.3], [0.8, 0.0, 0.7], [0.3, -0.7, -0.7], [0.7, -0.1, -0.7], [-0.1, 0.1, -0.1], [-1.0, 0.5, 0.7], [-0.5, 0.5, -0.7], [0.0, -0.7, 0.5], [-0.2, 0.1, 0.0], [-0.2, 0.5, 0.6], [0.1, -0.5, 0.1], [-0.4, 0.7, -0.5], [0.5, 0.2, 0.4], [-1.0, -0.6, -0.2], [1.0, -1.1, -0.7], [-1.0, 2.1, -1.6], [2.8, -3.0, -1.1], [-1.7, 2.5, 1.0], [0.6, -0.6, 0.3], [1.0, -0.3, 1.0], [-1.3, -1.2, 1.7], [-0.6, -0.3, -0.3]]
}